Record 1
{
  "formula": "C4H12N2",
  "method": "the ωB97M-V functional and the def2-TZVPD basis",
  "species": ["C", "C", "C", "C", "N", "N", "H", "H", "H", "H", "H", "H", "H", "H", "H", "H", "H", "H"],
  "positions_angstrom": [[0.3345, -0.2764, -1.5637], [0.0294, -0.9115, -0.1344], [-0.3024, 0.1433, 0.9274], [0.6390, 1.1265, 2.8773], [0.6548, 0.9926, 1.5932], [-0.7890, -0.5398, -2.4666], [0.4835, 0.8072, -1.4317], [1.3822, -0.4689, -1.7828], [-0.7162, -1.7075, -0.1177], [0.8360, -1.5614, 0.2191], [-1.1695, 0.7088, 0.5243], [-0.9638, -0.3864, 1.6315], [-0.0536, 0.6892, 3.5835], [1.4606, 1.7466, 3.2204], [1.4279, 1.4352, 1.1017], [-1.7651, -0.5421, -2.1070], [-0.7439, -1.4663, -2.8997], [-0.7444, 0.2110, -3.1748]],
  "smiles": "C=[NH+]CCC[NH3+]",
  "spin_multiplicity": 1,
  "total_charge": 2,
  "fmax_ha_per_bohr": 0.0821,
  "gap_ev": 11.86
}


Record 2
{
  "formula": "C4H12N2O",
  "method": "the ωB97M-V functional and the def2-TZVPD basis",
  "species": ["C", "O", "C", "C", "C", "N", "N", "H", "H", "H", "H", "H", "H", "H", "H", "H", "H", "H", "H"],
  "positions_angstrom": [[-1.0908, -0.5198, 0.9835], [-1.9140, 0.1320, 1.9255], [-0.6290, 0.3984, -0.1343], [0.5288, -0.1907, -0.9249], [1.8801, 0.2671, -0.4091], [2.9163, -0.7966, -0.4981], [-1.7853, 0.6541, -1.0107], [-1.5691, -1.3837, 0.5047], [-0.2370, -0.9043, 1.5346], [-2.8453, 0.1006, 1.6829], [-0.3020, 1.3672, 0.2729], [0.3467, 0.0783, -1.9765], [0.4256, -1.2757, -1.0185], [1.7226, 0.5584, 0.6357], [2.2872, 1.1399, -0.9030], [3.2102, -1.1161, 0.4307], [3.7742, -0.3797, -0.8457], [-2.5531, 1.0779, -0.5067], [-1.5487, 1.2672, -1.7818]],
  "smiles": "NCC[C@@H](N)CO",
  "spin_multiplicity": 1,
  "total_charge": 0,
  "fmax_ha_per_bohr": 0.0291,
  "gap_ev": 10.13
}


Record 3
{
  "formula": "C4H12N2O",
  "method": "the ωB97M-V functional and the def2-TZVPD basis",
  "species": ["C", "C", "C", "C", "N", "N", "H", "H", "H", "H", "H", "H", "H", "H", "H", "H", "H", "H", "O"],
  "positions_angstrom": [[0.7139, -1.6538, 0.5457], [0.8410, -0.9316, 1.9027], [0.7144, 0.5675, 1.7108], [-0.2925, 1.3854, 1.9790], [-0.2176, 2.7685, 1.7584], [2.0214, -1.6226, -0.1284], [0.3848, -2.6830, 0.7573], [-0.0558, -1.2621, -0.0962], [1.8525, -1.1448, 2.2396], [0.0725, -1.2192, 2.5749], [1.6339, 1.0817, 1.4605], [-1.2321, 1.0243, 2.3593], [-1.1104, 3.1998, 1.6183], [0.6007, 3.0629, 1.2614], [2.3832, -0.6844, 0.0321], [1.8984, -1.6962, -1.1303], [-3.9193, 0.0024, -6.1649], [-2.6076, 0.2592, -5.5343], [-3.1031, -0.4738, -5.9331]],
  "smiles": "N/C=C/CCN.O",
  "spin_multiplicity": 1,
  "total_charge": 0,
  "fmax_ha_per_bohr": 0.0442,
  "gap_ev": 8.89
}


Record 4
{
  "formula": "C4H12N2O",
  "method": "the ωB97M-V functional and the def2-TZVPD basis",
  "species": ["C", "C", "C", "O", "N", "C", "N", "H", "H", "H", "H", "H", "H", "H", "H", "H", "H", "H", "H"],
  "positions_angstrom": [[0.1611, -0.9659, -0.2556], [-1.3021, -0.9506, 0.3034], [-2.1901, 0.4075, 0.0642], [-2.0442, 1.0475, -1.6097], [1.2384, -1.0173, 0.7346], [2.2792, -0.2238, 0.3584], [2.0146, 1.2573, 0.5712], [0.0708, -1.5644, -1.0935], [0.2440, 0.1071, -0.8006], [-1.3045, -1.1081, 1.4260], [-1.7731, -1.8886, -0.1035], [-1.6537, 1.3876, 0.2427], [-3.0823, 0.2922, 0.7484], [-2.8319, 0.3595, -1.0132], [0.1307, 0.7554, -1.3751], [3.0850, -0.3528, 1.1398], [2.7740, -0.3446, -0.6363], [2.8696, 1.6425, 1.0516], [1.3654, 1.0514, 1.3283]],
  "spin_multiplicity": 1,
  "total_charge": 0,
  "fmax_ha_per_bohr": 0.1365,
  "gap_ev": 7.01
}


Record 5
{
  "formula": "C4H12N2O",
  "method": "the ωB97M-V functional and the def2-TZVPD basis",
  "species": ["C", "N", "O", "H", "H", "H", "H", "H", "C", "N", "C", "C", "H", "H", "H", "H", "H", "H", "H"],
  "positions_angstrom": [[-2.4336, -1.1061, 0.3885], [-2.4697, -1.1874, -0.9578], [-2.8859, -0.1974, 1.0287], [-1.9500, 2.5173, 1.6149], [-2.2011, -2.0243, -1.4439], [-2.9990, -0.4909, -1.4613], [-1.9088, -1.9658, 0.8437], [-0.3595, 0.3045, 0.6453], [3.0687, -0.0017, 0.1101], [0.4337, 0.5161, -1.2591], [0.5693, 0.2522, 0.0966], [1.7121, 0.0445, 0.7447], [1.2339, 0.2622, -1.8194], [-0.4441, 0.2248, -1.6598], [-1.3169, 2.9484, 1.4700], [1.6809, -0.0598, 1.8171], [3.4889, 1.0023, 0.0138], [3.7525, -0.5963, 0.7166], [3.0285, -0.4427, -0.8887]],
  "spin_multiplicity": 1,
  "total_charge": 0,
  "fmax_ha_per_bohr": 0.0234,
  "gap_ev": 8.68
}


Record 6
{
  "formula": "C4H12N2O",
  "method": "the ωB97M-V functional and the def2-TZVPD basis",
  "species": ["C", "C", "C", "C", "N", "N", "O", "H", "H", "H", "H", "H", "H", "H", "H", "H", "H", "H", "H"],
  "positions_angstrom": [[0.3537, -0.6962, -0.2283], [0.1031, 0.5018, 0.4817], [-0.3176, -1.9769, 0.1534], [1.1275, 1.6193, 0.3835], [1.1186, -0.7133, -1.3535], [-0.3470, 0.3123, 1.8438], [-1.7511, 0.4729, -1.4325], [-2.5788, 0.9281, -1.6140], [-0.9918, 0.7457, -0.5149], [1.4222, 0.1784, -1.7143], [0.8439, -1.3606, -2.0778], [-1.2698, -0.1032, 1.8767], [-0.3946, 1.1889, 2.3464], [-0.2075, -2.7244, -0.6305], [0.1312, -2.3338, 1.0828], [-1.3814, -1.8162, 0.3206], [0.7943, 2.4853, 0.9548], [2.1082, 1.3351, 0.7709], [1.2367, 1.9566, -0.6486]],
  "spin_multiplicity": 1,
  "total_charge": 0,
  "fmax_ha_per_bohr": 0.0551,
  "gap_ev": 8.28
}


Record 7
{
  "formula": "C4H12N2O",
  "method": "the ωB97M-V functional and the def2-TZVPD basis",
  "species": ["C", "O", "C", "C", "C", "N", "N", "H", "H", "H", "H", "H", "H", "H", "H", "H", "H", "H", "H"],
  "positions_angstrom": [[-1.5450, -1.0548, -0.2670], [-1.6752, -2.3634, -0.8924], [-0.1313, -0.3594, -0.1658], [-0.1199, 0.8958, 0.8396], [1.3166, 1.6460, 0.7070], [1.2932, 2.5345, -0.4739], [0.9379, -1.3022, 0.3474], [-2.3645, -0.4065, -0.6484], [-1.7552, -1.2367, 0.8021], [0.1842, 0.1357, -1.1285], [-0.5236, 0.4319, 1.8233], [-0.9155, 1.6360, 0.4432], [2.1747, 0.9044, 0.5684], [1.5864, 2.3192, 1.6011], [1.2935, 3.4497, -0.1526], [1.8390, 2.4376, -1.3012], [-2.2855, -2.3192, -1.6312], [0.9088, -2.1595, -0.2222], [0.5197, -1.6761, 1.1879]],
  "smiles": "NCC[C@@H](N)CO",
  "spin_multiplicity": 1,
  "total_charge": 0,
  "fmax_ha_per_bohr": 0.0396,
  "gap_ev": 9.88
}


Record 8
{
  "formula": "C4H12N2O",
  "method": "the ωB97M-V functional and the def2-TZVPD basis",
  "species": ["C", "C", "C", "C", "N", "N", "O", "H", "H", "H", "H", "H", "H", "H", "H", "H", "H", "H", "H"],
  "positions_angstrom": [[-1.7198, 0.2901, 0.1905], [-0.4240, 0.5355, 0.4018], [-2.4738, -0.7391, 0.9802], [2.9614, -1.1049, -0.1615], [-2.5243, 1.0131, -0.7184], [0.3585, 1.5359, -0.1972], [3.0979, 0.1824, -0.7189], [3.9290, 0.5681, -0.4226], [0.0995, -0.0194, 1.1655], [-1.9948, 1.4751, -1.4461], [-3.2598, 0.4441, -1.1168], [1.3038, 1.2255, -0.3903], [-0.0625, 1.9276, -1.0299], [-2.8713, -1.5153, 0.3227], [-1.8281, -1.2072, 1.7170], [-3.3142, -0.2743, 1.4949], [2.9537, -1.0699, 0.9325], [2.0064, -1.4946, -0.5097], [3.7624, -1.7727, -0.4938]],
  "smiles": "C/C(N)=C/N.CO",
  "spin_multiplicity": 1,
  "total_charge": 0,
  "fmax_ha_per_bohr": 0.0107,
  "gap_ev": 7.79
}


Record 9
{
  "formula": "C4H12N2O",
  "method": "the ωB97M-V functional and the def2-TZVPD basis",
  "species": ["N", "C", "C", "N", "C", "C", "O", "H", "H", "H", "H", "H", "H", "H", "H", "H", "H", "H", "H"],
  "positions_angstrom": [[0.6991, 0.7512, -2.4125], [1.2378, 0.6187, -1.0426], [0.2680, 1.2790, -0.0663], [-1.0613, 0.6854, -0.0415], [-1.3168, -0.2189, 1.1480], [-0.2370, -1.2689, 1.1332], [-0.7095, -2.3667, 1.9377], [-0.1402, 0.1781, -2.5057], [1.4033, 0.4385, -3.0683], [2.2180, 1.1334, -1.0923], [1.5439, -0.4446, -0.8304], [0.8215, 1.3748, 0.9261], [0.3260, 2.3229, -0.4006], [-1.7690, 1.3778, -0.2255], [-1.5076, 0.3475, 2.0624], [-2.3125, -0.6548, 0.9543], [-0.1926, -1.5726, 0.0865], [0.7412, -0.9493, 1.5029], [-0.0122, -3.0314, 1.9345]],
  "smiles": "NCCNCCO",
  "spin_multiplicity": 1,
  "total_charge": 0,
  "fmax_ha_per_bohr": 0.0493,
  "gap_ev": 9.67
}


Record 10
{
  "formula": "C4H12N2O",
  "method": "the ωB97M-V functional and the def2-TZVPD basis",
  "species": ["C", "N", "O", "H", "H", "H", "H", "H", "C", "C", "N", "C", "H", "H", "H", "H", "H", "H", "H"],
  "positions_angstrom": [[-1.0041, 2.5851, 0.5091], [0.6985, 1.4229, -0.9838], [0.2903, 2.0530, 0.4604], [0.6566, 2.3267, -1.4584], [-0.1142, 0.8499, -1.2298], [-1.7743, 1.8008, 0.4581], [-1.1871, 3.2878, -0.3230], [-1.0971, 3.1405, 1.4473], [0.7887, -2.5472, -0.6462], [0.2238, -1.4764, 0.2425], [1.1588, -0.6317, 0.8018], [-1.0856, -1.3556, 0.4928], [2.0632, -0.5961, 0.3569], [0.8221, 0.2369, 1.2243], [1.3097, -2.0993, -1.4951], [0.0028, -3.1978, -1.0219], [1.5080, -3.1498, -0.0907], [-1.4596, -0.5985, 1.1652], [-1.8006, -2.0509, 0.0905]],
  "smiles": "C=C(C)N.CON",
  "spin_multiplicity": 1,
  "total_charge": 0,
  "fmax_ha_per_bohr": 0.0710,
  "gap_ev": 8.62
}


Record 11
{
  "formula": "C4H12N2O",
  "method": "the ωB97M-V functional and the def2-TZVPD basis",
  "species": ["N", "C", "C", "C", "O", "C", "N", "H", "H", "H", "H", "H", "H", "H", "H", "H", "H", "H", "H"],
  "positions_angstrom": [[-1.8253, -0.1916, -0.7408], [-0.4257, -0.1506, -0.1957], [-0.1678, 0.8652, 0.8763], [1.1534, 1.6458, 0.9323], [1.3218, 2.3081, -0.2833], [-0.0585, -1.6408, 0.0995], [0.1193, -2.4436, -1.1504], [-2.2334, 0.8088, -0.8840], [-1.6954, -0.4974, -1.6969], [0.1546, 0.1722, -1.0663], [-0.9763, 1.6130, 0.7129], [-0.3866, 0.5457, 1.8999], [1.1400, 2.2956, 1.8370], [2.0734, 0.9967, 1.1544], [0.6394, 2.9741, -0.3815], [0.9293, -1.5632, 0.4951], [-0.8091, -1.9482, 0.8014], [1.0757, -2.3539, -1.4529], [-0.0286, -3.4359, -0.9571]],
  "smiles": "NC[C@@H](N)CCO",
  "spin_multiplicity": 1,
  "total_charge": 0,
  "fmax_ha_per_bohr": 0.0512,
  "gap_ev": 9.90
}


Record 12
{
  "formula": "C4H12N2O",
  "method": "the ωB97M-V functional and the def2-TZVPD basis",
  "species": ["C", "C", "C", "C", "N", "N", "H", "H", "H", "H", "H", "H", "H", "H", "H", "H", "H", "H", "O"],
  "positions_angstrom": [[0.6724, -1.3175, 1.7627], [0.8585, -0.0690, 0.8342], [-0.0570, -0.0934, -0.5004], [-1.3740, 0.0612, -0.2416], [-2.2165, 0.4087, -1.3453], [1.4489, -2.5422, 1.3756], [-0.3416, -1.6656, 1.6867], [1.0803, -0.9835, 2.7956], [0.6555, 0.7836, 1.3521], [1.8718, 0.1573, 0.4410], [0.4870, -0.1258, -1.4151], [-1.7317, -0.2602, 0.7657], [-3.1413, 0.2397, -1.4088], [-1.8132, 0.0938, -2.2159], [1.3317, -2.7698, 0.3887], [2.4297, -2.3488, 1.6277], [0.0695, 4.1069, -1.5324], [-0.1939, 2.6975, -2.0669], [-0.0361, 3.6271, -2.3037]],
  "spin_multiplicity": 2,
  "total_charge": 1,
  "s_squared": 0.76,
  "fmax_ha_per_bohr": 0.1245,
  "gap_ev": [9.01, 5.16]
}